The following is a quantum chemistry calculation of a cluster of 2 separate species, C38H35BF6O3S in total at a distorted geometry, from the OMol25 dataset.

Calculated values
- 2S+1 = 1
- highest occupied orbital energy (eV) = -6.287
- orbital gap (eV) = 2.257
- total charge = 0
- E_tot (Ha) = -2716.9776
- LUMO energy (eV) = -4.03
- energy relative to the best compared isomer or geometry (same formula, charge and spin) (kcal per mole) = 88.7

The geometry in XYZ format:
```
84
C38H35BF6O3S (ωB97M-V/def2-TZVPD)
C -0.35396 -9.12471 0.47869
C 0.03666 -7.71081 0.34259
C 0.30171 -7.05093 -0.80861
C 0.66447 -5.68526 -0.61461
C 0.67676 -5.30625 0.67562
B 1.04156 -3.85339 1.23872
C -0.31357 -3.00138 1.36254
C -1.08133 -3.08497 2.49857
C -2.24457 -2.35182 2.59657
C -3.09239 -2.42482 3.84626
F -4.32651 -2.84005 3.50470
F -2.53091 -3.29249 4.70953
F -3.15202 -1.19673 4.39398
C -2.63257 -1.54271 1.55010
C -1.86121 -1.46408 0.41024
C -2.27279 -0.57551 -0.74100
F -1.29469 0.32503 -0.95299
F -2.44005 -1.34423 -1.83368
F -3.42342 0.05069 -0.42933
C -0.70050 -2.20037 0.31683
O 1.67703 -3.99567 2.57964
C 2.24496 -2.83386 3.10258
C 3.29784 -2.23481 2.13176
C 3.82613 -0.90096 2.67839
C 4.43709 -3.23938 1.94907
C 2.58608 -2.00989 0.77019
O 1.99153 -3.18372 0.30120
S 0.22384 -6.62909 1.68866
H -0.42239 -9.61108 -0.49436
H 0.37327 -9.67113 1.07956
H -1.32388 -9.20932 0.96871
H 0.24881 -7.51300 -1.78257
H 0.91474 -5.01026 -1.41877
H -0.77791 -3.71698 3.31669
H -3.54128 -0.96817 1.61901
H -0.09567 -2.14134 -0.57244
H 1.43861 -2.12091 3.30095
H 2.69992 -3.09979 4.06268
H 4.55307 -0.46226 1.99653
H 3.01495 -0.18546 2.80913
H 4.31017 -1.04081 3.64380
H 5.18102 -2.86362 1.24820
H 4.93424 -3.44120 2.89696
H 4.05021 -4.18195 1.56216
H 1.81115 -1.24122 0.85456
H 3.29893 -1.67983 0.00704
C -3.29322 5.35291 4.71683
C -1.94539 4.83462 4.34969
C -1.54360 3.57227 4.77101
C -0.28312 3.10682 4.49434
C 0.64068 3.87706 3.76075
C 1.93613 3.32024 3.57234
C 2.99239 3.64816 2.70538
C 2.93466 4.60678 1.66455
C 4.03363 4.88816 0.90278
C 5.25426 4.21766 1.10798
O 6.44162 4.53129 0.39810
C 7.24234 5.61890 0.84806
C 8.53597 5.39127 1.32820
C 9.30968 6.43137 1.78953
C 8.81870 7.72257 1.77503
C 7.54538 7.96816 1.29775
C 6.76181 6.93123 0.84502
C 5.28334 3.18990 2.06576
C 4.19623 2.91536 2.83829
C 0.21490 5.14490 3.31853
C -1.04759 5.60330 3.61345
H -3.45668 6.35744 4.32326
H -4.08824 4.70680 4.33785
H -3.38535 5.40317 5.80242
H -2.23025 2.95720 5.32833
H 0.00851 2.12238 4.82161
H 2.14165 2.48245 4.21877
H 2.00218 5.08026 1.42524
H 3.97054 5.60118 0.09954
H 8.91531 4.38474 1.33034
H 10.29903 6.23888 2.17064
H 9.42390 8.53484 2.14250
H 7.16375 8.97604 1.28337
H 5.77745 7.12312 0.45649
H 6.18851 2.61943 2.17141
H 4.24839 2.12946 3.57209
H 0.88624 5.79103 2.78568
H -1.35644 6.57744 3.27495
```

The following is a quantum chemistry calculation of a structure of composition C38H35BiClN2Si2 at a distorted geometry, from the OMol25 dataset.

Calculated values
- 2S+1 = 1
- highest occupied orbital energy (spin up / spin down) (eV) = -9.387 / -8.725
- orbital gap (spin up / spin down) (eV) = 4.627 / 3.961
- total charge = +1
- E_tot (Ha) = -2831.9682
- LUMO energy (spin up / spin down) (eV) = -4.76 / -4.76
- energy relative to the best compared isomer or geometry (same formula, charge and spin) (kcal per mole) = 77.3

The geometry in XYZ format:
```
79
C38H35BiClN2Si2 (ωB97M-V/def2-TZVPD)
C 1.29015 1.26294 -1.48628
C 1.56095 0.16179 -2.35783
C 0.46606 0.03390 -3.25152
H 2.52847 -0.33171 -2.44655
C -0.49058 1.03522 -2.93913
C 0.02014 1.79690 -1.84714
H -0.35871 2.76371 -1.50806
H 2.00994 1.74247 -0.82270
H 0.45858 -0.58399 -4.15048
H -1.34264 1.31694 -3.55542
Bi -0.52291 -0.83548 -0.57102
Si -3.21726 -5.19297 -3.11951
C -3.05246 -6.90040 -2.28304
C -4.12704 -7.40646 -1.51672
H -5.05436 -6.81920 -1.42587
C -4.06079 -8.64759 -0.86253
H -4.93087 -9.00019 -0.29687
C -2.91752 -9.43505 -0.97942
H -2.86725 -10.41271 -0.48934
C -1.88578 -8.99836 -1.82636
H -1.01488 -9.65188 -1.99829
C -1.95661 -7.75886 -2.47952
H -1.14778 -7.44865 -3.14153
C -4.95704 -5.41108 -3.75051
C -5.32283 -6.59118 -4.44108
H -4.58945 -7.37351 -4.64468
C -6.65480 -6.81420 -4.79660
H -6.92530 -7.72115 -5.34216
C -7.64599 -5.89684 -4.42471
H -8.68245 -6.06461 -4.71058
C -7.29618 -4.76873 -3.67592
H -8.06392 -4.07864 -3.31587
C -5.95274 -4.50907 -3.35862
H -5.72555 -3.64714 -2.73084
H -2.46355 -5.28114 -4.42083
Si -3.79417 -4.56185 0.56059
C -4.06119 -3.32354 -0.78076
C -3.28651 -3.55127 -2.05056
H -2.27749 -4.00853 -1.82309
C -3.22952 -2.44386 -2.98311
H -2.66584 -2.58305 -3.91092
C -3.87472 -1.24646 -2.70804
H -3.73485 -0.39405 -3.38326
C -4.58824 -1.06569 -1.51154
H -5.00570 -0.08154 -1.30432
C -4.63989 -2.08285 -0.55025
H -5.03553 -1.83973 0.43013
C -1.97564 -5.05860 0.38251
C -1.00413 -4.16801 -0.09802
H -1.37796 -3.16545 -0.41046
C 0.31807 -4.52347 -0.27299
H 1.01429 -3.83774 -0.75527
C 0.72288 -5.79214 0.14148
H 1.77965 -6.03457 0.13734
C -0.20319 -6.71178 0.58241
H 0.08275 -7.73377 0.81022
C -1.54578 -6.34733 0.73319
H -2.26539 -7.08309 1.09396
H -3.96472 -3.93294 1.80463
Cl -1.71633 -1.45495 1.57660
N 1.57077 -0.90957 1.23930
C 1.67528 0.02959 2.33956
C 2.49612 -0.17703 3.42302
C 2.54181 0.75026 4.47234
C 1.71177 1.86368 4.47623
C 0.77989 2.06262 3.42472
C -0.23032 3.06385 3.44094
C -1.17494 3.09724 2.41982
C -1.06117 2.20868 1.34406
N -0.10175 1.26652 1.27803
C 0.80005 1.15553 2.31053
H 2.46252 -0.98411 0.73879
H 1.37295 -1.84742 1.59917
H 3.12201 -1.06631 3.45884
H 3.22366 0.59071 5.29790
H 1.74129 2.59152 5.28928
H -0.25231 3.76960 4.26816
H -2.00210 3.80334 2.41136
H -1.78305 2.23121 0.52278
```

The following is a quantum chemistry calculation of a structure of composition C38H35Br2IMnN8O2S, from the OMol25 dataset.

Calculated values
- 2S+1 = 6
- highest occupied orbital energy (spin up / spin down) (eV) = -12.335 / -12.338
- ⟨S²⟩ = 8.754
- orbital gap (spin up / spin down) (eV) = 7.176 / 7.088
- total charge = +2
- E_tot (Ha) = -9052.0820
- LUMO energy (spin up / spin down) (eV) = -5.16 / -5.25

The geometry in XYZ format:
```
88
C38H35Br2IMnN8O2S (ωB97M-V/def2-TZVPD)
Mn -0.57256 0.37901 -0.42510
O 2.41935 -1.95695 -1.03212
C 3.58627 -1.55265 -0.46138
C 4.75160 -2.24893 -0.73811
C 5.94130 -1.86270 -0.13671
C 5.97106 -0.79487 0.75425
C 4.79875 -0.09811 1.01340
C 3.60250 -0.45531 0.39827
C 2.32842 0.30280 0.71959
O 1.44787 0.47814 -0.32445
N 1.63281 -0.40214 1.85388
N 0.35318 -0.75075 1.66563
C -0.17162 -1.64630 2.41091
C -1.58077 -1.98871 2.34003
Br -2.46961 -1.24092 0.80859
C -2.33147 -2.74528 3.13245
C -2.00251 -3.35766 4.42898
C -0.96089 -2.94261 5.26347
C -0.73959 -3.56801 6.47940
C -1.55724 -4.61407 6.88773
C -2.60855 -5.02182 6.07980
C -2.83151 -4.39277 4.86598
H 1.79928 -1.22665 -0.85599
H 4.70735 -3.09481 -1.41780
H 6.85221 -2.40580 -0.36092
H 6.89769 -0.50734 1.23585
H 4.80700 0.73570 1.71234
H 2.65061 1.27701 1.12109
H 2.20885 -1.01596 2.41268
H 0.43351 -2.19889 3.12531
H -3.33898 -2.95272 2.78398
H -0.34243 -2.09632 4.99368
H 0.06602 -3.23088 7.11975
H -1.38194 -5.10073 7.84060
H -3.26330 -5.82249 6.39891
H -3.65412 -4.71596 4.23594
S -5.19621 -0.59707 -6.50598
N -5.47721 0.14345 -5.10907
C -4.34006 0.09630 -4.44332
C -4.11046 0.66594 -3.12720
C -5.09923 1.34810 -2.41955
C -4.79689 1.86156 -1.17797
C -3.50500 1.70310 -0.70285
N -2.54233 1.07073 -1.36593
C -2.84204 0.52229 -2.56050
C -1.78648 -0.23362 -3.24551
N -0.63141 -0.41922 -2.57924
C 0.36128 -1.04619 -3.20219
C 0.25045 -1.55001 -4.49596
C -0.93915 -1.41022 -5.16098
C -1.98670 -0.73665 -4.52585
C -3.29385 -0.55976 -5.13934
N -3.65139 -1.00211 -6.32864
H -6.08461 1.44609 -2.86024
H -5.53849 2.37948 -0.58368
H -3.22633 2.09125 0.26838
H 1.29027 -1.16406 -2.66621
H 1.09882 -2.04739 -4.94664
H -1.09120 -1.79554 -6.16211
Br 1.03254 1.64671 -5.77736
C 2.42986 1.39498 -4.53163
C 3.54862 0.68548 -4.94372
C 4.60188 0.47715 -4.06518
C 4.55294 0.98984 -2.77687
C 3.44396 1.71093 -2.36296
C 2.37933 1.89702 -3.23312
I 0.69721 2.93358 -2.54020
H 3.59295 0.30358 -5.95584
H 5.46927 -0.08097 -4.39789
H 5.37223 0.82638 -2.08575
H 3.40208 2.11868 -1.36490
N -1.51977 3.92420 3.19431
C -0.91909 2.54251 3.32929
C 0.24835 2.45920 2.37370
N -0.24788 2.60193 0.99679
C -0.82626 3.94103 0.81986
C -1.98471 4.16149 1.77781
H -0.80688 4.61304 3.43090
H -2.28831 4.05367 3.84820
H -1.68756 1.82487 3.04673
H -0.63037 2.37916 4.36384
H 0.74802 1.50151 2.49609
H 0.97001 3.25142 2.61893
H 0.53721 2.49944 0.35226
H -1.18765 4.05971 -0.20007
H -0.07462 4.72239 0.99449
H -2.79003 3.45776 1.60310
H -2.37370 5.17330 1.69984
```

The following is a quantum chemistry calculation of a structure of composition C38H35ClN2PdSi2 at a distorted geometry, from the OMol25 dataset.

Calculated values
- 2S+1 = 5
- highest occupied orbital energy (spin up / spin down) (eV) = -12.286 / -12.288
- ⟨S²⟩ = 6.020
- orbital gap (spin up / spin down) (eV) = 5.962 / 2.638
- total charge = +2
- E_tot (Ha) = -2744.9478
- LUMO energy (spin up / spin down) (eV) = -6.32 / -9.65

The geometry in XYZ format:
```
79
C38H35ClN2PdSi2 (ωB97M-V/def2-TZVPD)
C -1.45079 -0.63436 5.21104
C -2.18980 0.02312 4.18483
C -2.31223 -0.88808 3.07066
H -2.68559 0.99001 4.24620
C -1.51273 -2.04509 3.39209
C -1.02726 -1.88910 4.72976
H -0.50271 -2.65188 5.30729
H -1.30341 -0.25684 6.22382
H -2.93582 -0.76617 2.18923
H -1.41999 -2.91571 2.74857
Pd -0.29358 -0.18967 2.64680
Si 1.43828 0.07351 -3.60505
C 1.14581 1.61910 -4.58669
C 1.97074 2.07050 -5.63243
H 2.94289 1.60369 -5.80465
C 1.52778 3.09921 -6.47446
H 2.14510 3.41586 -7.31945
C 0.29651 3.72313 -6.23809
H -0.04073 4.54515 -6.87007
C -0.50537 3.30864 -5.16766
H -1.46153 3.79424 -4.95665
C -0.07545 2.26304 -4.35336
H -0.70868 1.94165 -3.52580
C 1.50072 -1.29598 -4.84010
C 0.53328 -1.19336 -5.85887
H 0.07231 -0.22576 -6.08744
C 0.08134 -2.34009 -6.52024
H -0.73460 -2.25321 -7.24392
C 0.66283 -3.57699 -6.22299
H 0.25507 -4.48366 -6.67239
C 1.75880 -3.65081 -5.34681
H 2.25355 -4.61089 -5.17568
C 2.19840 -2.50948 -4.66912
H 3.04327 -2.56166 -3.97769
H 0.16802 -0.16218 -2.91178
Si -0.00398 0.09026 0.39095
C -0.73949 -1.53778 -0.18070
C -1.94041 -1.56761 -0.91278
H -2.43275 -0.63808 -1.20919
C -2.52215 -2.78915 -1.27773
H -3.45096 -2.80702 -1.85615
C -1.92936 -3.99557 -0.88867
H -2.37985 -4.94964 -1.17322
C -0.76099 -3.98034 -0.11729
H -0.31222 -4.91916 0.22309
C -0.16160 -2.75993 0.20966
H 0.76985 -2.78365 0.78172
C -0.97458 1.60215 -0.10421
C -2.17186 1.86412 0.59037
H -2.36361 1.38663 1.55486
C -3.12529 2.74817 0.07706
H -4.05986 2.91044 0.61725
C -2.87598 3.42167 -1.12189
H -3.64335 4.06113 -1.56378
C -1.61803 3.30441 -1.72313
H -1.40622 3.89765 -2.61593
C -0.65066 2.43979 -1.18861
H 0.35132 2.39198 -1.62415
H 2.49969 0.16986 -2.58714
Cl 2.05680 0.09431 0.03141
N 1.56799 -1.16290 3.24381
C 2.06642 -0.57639 4.47241
C 2.81945 -1.31236 5.36686
C 3.21526 -0.71257 6.57993
C 2.78263 0.56243 6.91873
C 1.88340 1.28571 6.08507
C 1.16089 2.43324 6.48582
C 0.10145 2.90716 5.72854
C -0.18782 2.26595 4.51958
N 0.53120 1.23080 4.08580
C 1.56279 0.70433 4.81279
H 2.24332 -1.09038 2.47531
H 1.37772 -2.16041 3.36510
H 3.11020 -2.33685 5.11492
H 3.85908 -1.26930 7.26093
H 3.07555 1.02863 7.86121
H 1.44040 2.91128 7.42341
H -0.54403 3.71854 6.05808
H -1.05473 2.54862 3.92097
```

The following is a quantum chemistry calculation of a structure of composition C38H35MnN2OP2S5 at a distorted geometry, from the OMol25 dataset.

Calculated values
- 2S+1 = 5
- highest occupied orbital energy (spin up / spin down) (eV) = -6.170 / -6.238
- ⟨S²⟩ = 6.166
- orbital gap (spin up / spin down) (eV) = 5.731 / 6.164
- total charge = 0
- E_tot (Ha) = -5478.4920
- LUMO energy (spin up / spin down) (eV) = -0.44 / -0.07
- energy relative to the best compared isomer or geometry (same formula, charge and spin) (kcal per mole) = 6.3

The geometry in XYZ format:
```
84
C38H35MnN2OP2S5 (ωB97M-V/def2-TZVPD)
Mn 0.25358 -1.19326 1.16675
S 5.43832 -2.15147 6.34487
C 4.31826 -1.92698 5.17274
S 4.66933 -1.97722 3.47409
C 3.05393 -1.64984 2.87435
C 2.10411 -1.46657 3.82567
S 0.43949 -1.08193 3.56428
S 2.64598 -1.59128 5.49054
S 2.82903 -1.53369 1.17272
C -0.56517 1.78600 -0.48004
N 0.15905 1.49228 -1.69948
C 0.35251 0.12870 -2.16546
P -0.26198 -1.27075 -1.11593
C -2.03629 -1.38005 -1.51238
C -2.67285 -2.57091 -1.15407
C -4.02536 -2.74410 -1.38010
C -4.76480 -1.72146 -1.96330
C -4.13996 -0.53957 -2.32462
C -2.77945 -0.36644 -2.10313
C 0.44134 -2.59906 -2.15279
C 1.65804 -3.15949 -1.76609
C 2.27435 -4.10307 -2.57340
C 1.68038 -4.49088 -3.76510
C 0.46670 -3.93830 -4.15055
C -0.15459 -2.99442 -3.34856
C 0.24923 2.49015 -2.69440
C 1.41421 2.60114 -3.45559
C 1.52764 3.58564 -4.42229
C 0.48614 4.47651 -4.64558
C -0.67647 4.36575 -3.89905
C -0.79914 3.37673 -2.93433
P 0.29463 1.13098 1.04389
C -0.72958 1.98512 2.29041
C -2.07002 1.61158 2.39822
C -2.90249 2.26073 3.29504
C -2.40377 3.27573 4.09937
C -1.07037 3.64071 4.00112
C -0.23300 3.00178 3.09852
C 1.87711 2.01612 1.12098
C 2.73513 1.64731 2.15928
C 3.96785 2.25799 2.30599
C 4.35234 3.25790 1.42264
C 3.49294 3.64869 0.40745
C 2.26061 3.03063 0.24988
H -1.57600 1.35652 -0.44742
H -0.66274 2.86497 -0.37109
H 1.41962 -0.09594 -2.28235
H -0.11651 -0.01831 -3.14688
H -2.08809 -3.36363 -0.70051
H -4.50364 -3.67620 -1.10774
H -5.82403 -1.85066 -2.14429
H -4.71100 0.25708 -2.78418
H -2.30827 0.55805 -2.41638
H 2.10766 -2.86558 -0.82349
H 3.21660 -4.53853 -2.26756
H 2.15935 -5.23000 -4.39443
H 0.00215 -4.24243 -5.07975
H -1.10332 -2.56992 -3.65149
H 2.23676 1.92107 -3.26924
H 2.44419 3.67251 -4.99192
H 0.58091 5.25037 -5.39571
H -1.50117 5.04437 -4.07650
H -1.71523 3.29475 -2.36056
H -2.45123 0.79679 1.79652
H -3.94228 1.96833 3.37280
H -3.05296 3.77453 4.80746
H -0.67744 4.42777 4.63198
H 0.80700 3.29155 3.02705
H 2.42220 0.88755 2.86571
H 4.63100 1.94318 3.10139
H 5.31486 3.73966 1.53703
H 3.77505 4.44550 -0.26976
H 1.61042 3.35895 -0.54547
N -3.61637 -2.83724 2.37405
C -2.35838 -2.51108 2.02162
O -2.10378 -1.38660 1.58545
C -1.29994 -3.56844 2.18201
C -0.05123 -3.27714 1.34212
H -4.32944 -2.12830 2.34784
H -3.83122 -3.70847 2.82407
H -1.73132 -4.54731 1.95119
H -1.02940 -3.56067 3.24159
H -0.12066 -3.81499 0.39085
H 0.82095 -3.67949 1.85342
```